Arrangement one

# C4H6CsO3

A molecular structure, C4H6CsO3 (ωB97M-V/def2-TZVPD, OMol25).

The geometry in XYZ format:
```
14
C4H6CsO3 | OMol25 | ωB97M-V/def2-TZVPD
Cs 4.73721 1.19086 1.24045
C -1.97152 0.06054 -0.42293
C -0.73013 -0.14879 0.41591
C 0.29237 -1.09170 -0.22739
O 1.52764 -0.31283 -0.24521
C 1.26667 0.93275 0.13134
O 2.08186 1.81754 0.09201
O 0.01249 1.08999 0.53571
H -2.42805 -0.91866 -0.58858
H -1.64853 0.40073 -1.40629
H -2.66848 0.71655 0.08448
H -0.95192 -0.45704 1.43680
H 0.09487 -1.21841 -1.29308
H 0.38552 -2.06152 0.24679
```

Calculated values
total charge: +1
orbital gap: 11.15 eV
HOMO level: -14.5907 eV

Atomic partial charges in e from the Mulliken method, atoms 1 to 2: 1.016, -1.318

Arrangement two

# C4H6CsO3

A molecular structure, C4H6CsO3 (ωB97M-V/def2-TZVPD, OMol25).

The geometry in XYZ format:
```
14
C4H6CsO3 | OMol25 | ωB97M-V/def2-TZVPD
O 1.16308 0.76716 -2.68052
C 1.01037 -0.24712 -2.01724
C 1.91937 -1.40433 -2.10927
H 2.75920 -1.21728 -2.78589
H 2.43102 -1.54964 -1.14609
H 1.37807 -2.25497 -2.54827
O 0.27705 0.36157 -0.74332
Cs -0.29202 -1.21707 2.28352
C 0.63828 1.61553 -0.66900
O 0.75167 1.88699 0.59276
C 0.29465 3.13858 1.13600
H 0.86033 3.30466 2.05754
H 0.51527 3.92891 0.41374
H -0.77375 3.07622 1.36079
```

Calculated values
total charge: +1
orbital gap: 7.45 eV
HOMO level: -11.2546 eV

Atomic partial charges in e from the Mulliken method, atoms 1 to 2: -0.343, 0.842

Result of the stability comparison: arrangement one is the most stable of them.

Arrangement one

# C6H9NO3

A single C6H9NO3 molecule (ωB97M-V/def2-TZVPD, OMol25).

The geometry in XYZ format:
```
19
C6H9NO3 | OMol25 | ωB97M-V/def2-TZVPD
C 0.64867 0.95882 -0.73628
C 1.78235 -1.02348 -0.29302
C 2.01148 0.42930 -0.25673
C 0.53464 -1.42516 -0.20656
C -2.38648 -0.87584 0.66222
C -1.54921 0.31693 0.26456
N -0.33783 0.14386 -0.09514
O -0.23086 -2.33013 -0.16314
O 2.32854 1.00803 0.99353
O -2.18606 1.47935 0.16610
H 0.50034 0.81373 -1.79540
H 0.65209 2.14286 -0.69505
H 2.55860 -1.66441 -0.79064
H 2.87543 0.85258 -0.96603
H -3.38058 -0.68247 0.56975
H -2.09163 -1.80463 0.16924
H -2.04920 -1.12964 1.63334
H 1.93936 0.55053 1.71488
H -1.61965 2.23979 -0.17563
```

Calculated values
orbital gap: 8.35 eV
HOMO level: -8.0584 eV

Atomic partial charges in e from the Mulliken method, atoms 1 to 2: -0.607, -1.010

Arrangement two

# C6H9NO3

A molecular structure, C6H9NO3 (ωB97M-V/def2-TZVPD, OMol25).

The geometry in XYZ format:
```
19
C6H9NO3 | OMol25 | ωB97M-V/def2-TZVPD
C 1.84531 -0.51195 0.05013
C -0.95309 -1.49368 -0.81786
C -1.72439 -1.45147 0.52480
C -0.26341 1.76319 -0.56135
C 0.81288 0.23401 0.85221
C -0.88939 -0.31683 -0.00002
N 0.71759 1.63384 0.55222
O 2.58079 0.34652 -0.68019
O 2.01242 -1.70011 0.16616
O -1.30432 0.91610 -0.30215
H -0.28694 -2.32313 -0.76419
H -1.45825 -1.28039 -1.80562
H -2.73870 -1.23836 0.46756
H -1.27395 -1.79881 1.40204
H -0.66886 2.70743 -0.52400
H 0.25798 1.50603 -1.39294
H 0.50923 -0.25797 1.77431
H 2.24858 1.19434 -0.38044
H 0.57652 2.07123 1.43933
```

Calculated values
orbital gap: 9.99 eV
HOMO level: -9.2706 eV

Atomic partial charges in e from the Mulliken method, atoms 1 to 2: 0.301, -0.672

Arrangement three

# C6H9NO3

A single C6H9NO3 molecule (ωB97M-V/def2-TZVPD, OMol25).

The geometry in XYZ format:
```
19
C6H9NO3 | OMol25 | ωB97M-V/def2-TZVPD
C -0.75658 1.70528 0.17106
C 0.32428 1.49221 -0.62378
C -1.45600 0.57347 0.83816
C -1.40152 -0.61921 -0.12340
C -0.22324 -1.62231 0.16356
C 1.21107 -1.04016 0.25256
N 1.29908 0.54961 -0.52777
O 1.39171 0.06322 0.96777
O 2.49838 0.79627 -1.08012
O 2.20605 -1.73363 0.02544
H -1.01176 2.72269 0.40880
H 0.72682 2.31279 -1.24068
H -0.90310 0.29200 1.77532
H -2.47726 0.90220 1.20310
H -2.18940 -1.32054 0.02200
H -1.31452 -0.16518 -1.17005
H -0.26510 -2.29850 1.02509
H -0.17226 -2.41091 -0.62808
H 2.51334 -0.19930 -1.45899
```

Calculated values
orbital gap: 8.98 eV
structure (SMILES): [O-][C@]12CCCC=C[N@@+]1(O)O2
HOMO level: -8.9092 eV

Atomic partial charges in e from the Mulliken method, atoms 1 to 2: -0.251, -0.629

Arrangement four

# C6H9NO3

2 unconnected molecules or ions with the total composition C6H9NO3 (ωB97M-V/def2-TZVPD, OMol25).

The geometry in XYZ format:
```
19
C6H9NO3 | OMol25 | ωB97M-V/def2-TZVPD
O -1.44827 2.16391 0.71295
C -1.75753 1.50262 -0.45504
C -1.17595 0.10540 -0.72605
C -0.26234 -0.49735 0.22048
N 0.22405 -0.77946 1.26477
C -2.62281 0.31442 -0.33231
C -3.34632 -0.19461 0.90207
O -4.50528 -0.51252 0.10365
C -3.87891 -0.04596 -1.10816
H -0.66403 2.70515 0.58405
H -1.87701 2.12869 -1.34477
H -0.97118 -0.13965 -1.77127
H -2.91645 -1.08991 1.37277
H -3.56623 0.56576 1.66516
H -4.41657 0.80702 -1.54704
H -3.77185 -0.84850 -1.85102
O 2.24264 -0.81087 -0.38173
H 2.15670 0.09808 -0.71938
H 1.97814 -0.89298 0.68768
```

Calculated values
orbital gap: 10.38 eV
structure (SMILES): N#C[C@@H]1[C@H](O)C12COC2.O
HOMO level: -10.0997 eV

Atomic partial charges in e from the Mulliken method, atoms 1 to 2: -0.510, -0.209

Result of the stability comparison: arrangement one is the most stable of them.

Arrangement one

# C5H12N2O

2 unconnected molecules or ions with the total composition C5H12N2O (ωB97M-V/def2-TZVPD, OMol25).

The geometry in XYZ format:
```
20
C5H12N2O | OMol25 | ωB97M-V/def2-TZVPD
C 0.03763 -1.61708 1.22402
C 1.05304 0.77597 0.73991
C 1.46290 0.34802 -1.57401
N 0.59936 0.83051 -0.50804
N -0.45926 -1.83281 0.04798
C -0.91739 0.74860 -0.74710
C -1.83244 1.25938 0.18303
O -0.73692 -1.19119 2.24410
H -1.57690 -0.88694 1.86026
H 1.00405 -1.96797 1.57179
H -0.91901 -0.47953 -0.62659
H 0.21752 -2.27806 -0.56457
H 0.47557 1.25333 1.51563
H 2.09848 0.54627 0.90229
H -1.10734 0.99789 -1.78929
H 0.96860 0.47121 -2.53486
H 1.70210 -0.71367 -1.44889
H 2.40279 0.90403 -1.58221
H -2.78062 1.63926 -0.16387
H -1.69215 1.19278 1.25041
```

Calculated values
orbital gap (spin up / spin down): 7.60 / 6.34 eV
HOMO level (spin up / spin down): -6.7894 / -5.7994 eV

Atomic partial charges in e from the Mulliken method, atoms 1 to 2: -0.142, -0.866

Arrangement two

# C5H12N2O

2 unconnected molecules or ions with the total composition C5H12N2O (ωB97M-V/def2-TZVPD, OMol25).

The geometry in XYZ format:
```
20
C5H12N2O | OMol25 | ωB97M-V/def2-TZVPD
C 0.74755 -0.09291 1.41466
C 1.88397 -0.45048 0.54476
N 0.02532 -1.19423 1.98491
O 1.01637 0.87731 2.38447
H 1.30856 0.41176 3.18002
H 0.00276 0.57403 0.54368
H -0.86731 -0.90416 2.36775
H -0.13961 -1.93590 1.31558
H 2.72687 0.23098 0.61880
H 2.21725 -1.48018 0.65087
H 1.53091 -0.29331 -0.55651
C -1.76597 0.37275 -0.88018
C 0.40874 0.87555 -1.65645
C -2.43246 0.13526 -2.00992
N -0.53186 0.99353 -0.75161
H -2.16534 0.03150 0.06771
H 0.33982 0.14577 -2.46295
H 1.09155 1.70632 -1.78202
H -2.04566 0.42640 -2.97530
H -3.35145 -0.42998 -1.99826
```

Calculated values
orbital gap: 8.18 eV
structure (SMILES): C[C@@H](N)O.C=CN=C
HOMO level: -7.9545 eV

Atomic partial charges in e from the Mulliken method, atoms 1 to 2: 0.826, -1.181

Arrangement three

# C5H12N2O

2 unconnected molecules or ions with the total composition C5H12N2O (ωB97M-V/def2-TZVPD, OMol25).

The geometry in XYZ format:
```
20
C5H12N2O | OMol25 | ωB97M-V/def2-TZVPD
C 1.45739 1.71803 1.38571
C 0.40275 -0.41060 1.38443
N -0.18922 -1.30198 0.49134
C 0.21308 -0.44466 2.70524
O 1.00589 0.58588 0.67440
H -1.10995 -0.46436 -0.63440
H -0.46315 -2.17400 0.91734
H 1.89847 2.38003 0.64293
H 2.21208 1.44349 2.12992
H 0.62954 2.23085 1.88462
H 0.49634 0.35821 3.35837
H -0.28309 -1.28432 3.15774
C -0.28729 -0.47721 -2.63653
C -1.36804 -0.01802 -1.76270
N -2.51388 0.45220 -1.96735
H -2.68402 0.72989 -2.93940
H 0.40910 -1.49693 -0.41531
H -0.62033 -0.79379 -3.62753
H 0.48307 0.28241 -2.73887
H 0.31126 -1.31512 -2.00995
```

Calculated values
orbital gap: 8.87 eV
structure (SMILES): [H]/N=C\C.C=C(N)OC
HOMO level: -8.0618 eV

Atomic partial charges in e from the Mulliken method, atoms 1 to 2: -0.880, 0.732

Result of the stability comparison: arrangement three is the most stable of them.